--- a ---
DFT (wB97M-V/def2-TZVPD) results for an isolated molecule of C14H14.

XYZ file:
```
28
Properties=species:S:1:pos:R:3:nbo_charge:R:1
C 2.141 1.368 0.744 -0.19
C -2.168 -1.048 -1.072 -0.45
C -0.854 2.054 -0.257 -0.26
C -2.331 2.149 -0.165 -0.22
C -2.725 -0.303 0.158 -0.31
C 1.313 0.764 -0.255 -0.12
C 1.868 -0.264 -1.111 -0.18
C -3.121 1.122 0.144 -0.14
C -1.288 -0.758 0.090 0.08
C -0.102 0.979 -0.313 0.06
C 4.042 0.084 -0.085 -0.20
C -0.455 -1.695 0.956 -0.64
C 3.527 1.103 0.744 -0.21
C 3.229 -0.594 -0.987 -0.22
H -3.349 -0.779 0.858 0.22
H -2.469 -2.116 -1.068 0.22
H -2.662 3.100 -0.189 0.20
H 0.401 -1.264 1.241 0.23
H 1.298 -0.775 -1.829 0.22
H -0.116 -2.574 0.354 0.21
H 1.759 2.073 1.423 0.21
H -0.939 -2.128 1.860 0.22
H -4.086 1.465 0.268 0.21
H 3.767 -1.365 -1.389 0.21
H -0.251 3.092 -0.388 0.20
H 4.052 1.534 1.558 0.21
H -1.804 -0.521 -2.029 0.25
H 5.131 -0.144 -0.044 0.21
```

Calculated values
HOMO energy = -8.10 eV
LUMO = 0.558 eV
orbital gap = 0.318 Eh

--- b ---
DFT (wB97M-V/def2-TZVPD) results for an isolated molecule of C14H14.

XYZ file:
```
28
Properties=species:S:1:pos:R:3:nbo_charge:R:1
C 1.246 0.696 0.463 -0.01
C 3.109 -1.027 0.009 -0.16
C -3.233 0.106 -1.333 -0.19
C -3.807 0.101 -0.065 -0.23
C 2.635 0.283 0.428 -0.27
C 0.534 1.485 1.465 -0.64
C 0.248 -0.660 -0.415 0.13
C -1.183 -0.433 -0.378 -0.09
C -3.037 -0.111 1.064 -0.19
C -1.906 -0.213 -1.523 -0.21
C 0.919 -1.666 -0.951 -0.30
C 2.097 1.283 -0.542 -0.43
C -1.715 -0.442 0.912 -0.21
C 2.318 -1.867 -0.711 -0.24
H -4.872 0.443 0.099 0.22
H 2.553 2.224 -0.244 0.21
H 2.669 -2.751 -1.179 0.21
H 2.366 1.032 -1.543 0.23
H 1.050 2.416 1.794 0.23
H -1.124 -0.813 1.695 0.22
H 0.506 0.924 2.456 0.21
H -0.607 1.591 1.268 0.25
H 3.222 0.766 1.269 0.20
H 4.237 -1.171 0.122 0.22
H -3.760 0.343 -2.225 0.21
H -3.302 -0.029 2.141 0.22
H 0.264 -2.123 -1.691 0.22
H -1.427 -0.388 -2.384 0.21
```

Calculated values
HOMO energy = -7.90 eV
structure (SMILES) = C[C@@]12C[C@@H]1C=CC=C2c1ccccc1
LUMO = 0.844 eV
orbital gap = 0.322 Eh

How far above the most stable structure does each one sit? In kcal/mol: a 18.7; b 0.0.

--- a ---
DFT (wB97M-V/def2-TZVPD) results for an isolated molecule of C6H14NO.

XYZ file:
```
22
Properties=species:S:1:pos:R:3:mulliken_spin:R:1
O -1.184 -1.207 -2.243 0.25
N 1.552 -0.284 -2.188 0.12
C -0.113 1.750 2.752 0.00
C -0.651 -0.358 1.235 -0.03
C -0.182 0.196 2.609 0.02
C 0.473 0.257 -1.078 -0.01
C -0.956 -0.099 -1.592 0.61
C 0.600 -0.462 0.248 0.13
H -0.939 2.286 2.178 0.00
H 0.871 -0.194 2.707 0.00
H 0.830 -1.564 0.161 0.00
H -1.842 0.475 -1.442 -0.02
H -1.554 0.278 0.962 0.00
H 2.425 -0.654 -1.700 0.00
H -1.238 -1.323 1.394 0.00
H 0.745 1.264 -0.952 0.05
H -0.256 2.056 3.756 0.00
H -0.860 -0.186 3.315 0.00
H 0.960 -0.879 -2.855 -0.02
H 1.502 -0.077 0.936 -0.01
H 2.023 0.376 -2.754 -0.08
H 0.906 2.081 2.515 0.00
```

Calculated values
2S+1 = 2
HOMO energy (spin up / spin down) = -4.38 / -7.85 eV
<S²> = 0.75
LUMO (spin up / spin down) = 0.154 / 0.003 eV
orbital gap (spin up / spin down) = 0.167 / 0.289 Eh

--- b ---
DFT (wB97M-V/def2-TZVPD) results for a 2-piece molecular cluster, C6H14NO overall.

XYZ file:
```
22
Properties=species:S:1:pos:R:3:mulliken_spin:R:1
O -0.307 -0.088 1.654 0.01
N -0.969 1.616 -1.467 0.17
C 1.021 -1.220 -0.057 0.02
C -2.186 -0.011 -2.755 0.16
C -1.589 0.335 -1.619 -0.06
C 0.762 -1.044 1.474 -0.02
C -0.701 2.200 -0.315 0.73
C 2.041 -0.664 2.220 0.01
H -1.005 1.730 0.610 -0.01
H -1.695 -0.256 -0.746 0.00
H -0.243 3.189 -0.355 0.01
H 1.257 -0.229 -0.476 -0.01
H 0.416 -2.086 1.800 0.00
H 1.851 -1.926 -0.173 0.00
H -2.250 0.708 -3.601 0.00
H 1.894 -0.559 3.304 0.00
H -0.616 2.061 -2.341 -0.02
H -2.661 -0.941 -2.949 0.00
H 2.463 0.268 1.769 0.00
H -0.406 0.002 2.640 0.00
H 2.782 -1.438 1.976 0.00
H 0.141 -1.647 -0.590 0.00
```

Calculated values
2S+1 = 2
HOMO energy (spin up / spin down) = -5.45 / -8.90 eV
<S²> = 0.76
LUMO (spin up / spin down) = 0.854 / 0.837 eV
orbital gap (spin up / spin down) = 0.232 / 0.358 Eh

How far above the most stable structure does each one sit? In kcal/mol: a 45.3; b 0.0.

--- a ---
DFT (wB97M-V/def2-TZVPD) results for a 2-piece molecular cluster, C4H14N2OS overall.

XYZ file:
```
22
Properties=species:S:1:pos:R:3:nbo_charge:R:1
S -0.898 -2.453 -0.826 -0.05
O 0.680 3.760 0.739 -0.97
N 0.601 0.764 0.294 -0.67
N 2.761 -0.016 1.120 -0.85
C -0.862 0.631 0.509 -0.24
C -1.732 0.235 -0.687 -0.43
C 1.360 -0.304 1.010 -0.06
C -1.224 -0.857 -1.628 -0.51
H 1.319 -1.236 0.450 0.19
H 3.268 0.018 0.254 0.36
H -0.282 -0.532 -2.082 0.20
H 3.027 0.729 1.737 0.36
H 0.549 3.871 1.685 0.46
H -1.919 -0.999 -2.438 0.23
H -1.181 1.623 0.857 0.21
H -1.078 0.035 1.396 0.18
H 0.941 -0.295 2.010 0.18
H 0.724 0.706 -0.713 0.35
H -2.632 -0.156 -0.204 0.22
H -1.223 -2.221 0.453 0.12
H -1.931 1.130 -1.284 0.22
H 1.092 2.891 0.585 0.49
```

Calculated values
HOMO energy = -9.09 eV
structure (SMILES) = NCNCCCS.O
LUMO = 0.808 eV
orbital gap = 0.364 Eh

--- b ---
DFT (wB97M-V/def2-TZVPD) results for C4H14N2OS as an isolated structure.

XYZ file:
```
22
Properties=species:S:1:pos:R:3:nbo_charge:R:1
S 3.441 -0.796 0.228 -0.03
O 2.117 1.496 -1.057 -1.21
N 0.111 1.047 0.371 -0.37
N -2.792 -0.224 0.990 -0.83
C -1.123 -0.648 -0.962 -0.42
C -2.560 -0.433 -0.468 -0.26
C 1.172 0.511 1.102 -0.33
C 1.726 -0.886 0.504 -0.53
H -0.976 0.014 -1.806 0.24
H 0.535 1.321 -0.543 0.43
H -3.307 -1.183 -0.706 0.22
H 1.543 -1.728 1.173 0.23
H 1.104 -1.034 -0.377 0.22
H -0.997 -1.716 -1.049 0.24
H 1.967 1.243 0.847 0.36
H -2.503 -1.053 1.483 0.35
H 3.220 0.070 -0.828 0.23
H -0.619 0.128 -0.132 0.23
H 0.861 0.412 2.140 0.20
H 2.335 2.322 -1.498 0.45
H -2.927 0.550 -0.775 0.20
H -2.325 0.587 1.364 0.37
```

Calculated values
HOMO energy = -8.56 eV
LUMO = -2.765 eV
orbital gap = 0.213 Eh

--- c ---
DFT (wB97M-V/def2-TZVPD) results for a 2-piece molecular cluster, C4H14N2OS overall.

XYZ file:
```
22
Properties=species:S:1:pos:R:3:nbo_charge:R:1
S -1.025 0.481 -2.879 -0.03
O -0.136 -2.045 2.227 -0.96
N 0.086 0.384 0.594 -0.70
N -0.405 2.161 2.346 -0.83
C 0.571 -1.126 -1.273 -0.44
C 0.300 1.809 1.124 -0.05
C 0.999 0.172 -0.522 -0.23
C -0.755 -1.006 -1.922 -0.55
H 1.399 -1.402 -1.999 0.22
H 2.134 0.100 -0.260 0.20
H -0.007 -1.130 2.061 0.49
H -0.897 0.135 0.308 0.37
H 1.385 1.876 1.432 0.19
H -0.164 2.519 0.425 0.18
H -2.077 -0.133 -3.349 0.12
H 0.648 -2.474 1.837 0.46
H -0.624 -1.944 -2.641 0.23
H -1.334 1.828 2.210 0.35
H 1.114 1.057 -1.240 0.17
H 0.379 -1.837 -0.381 0.23
H 0.031 1.764 3.199 0.36
H -1.622 -1.190 -1.298 0.21
```

Calculated values
HOMO energy = -9.22 eV
structure (SMILES) = NCNCCCS.O
LUMO = 0.706 eV
orbital gap = 0.365 Eh

How far above the most stable structure does each one sit? In kcal/mol: a 0.0; b 145.6; c 20.9.

--- a ---
DFT (wB97M-V/def2-TZVPD) results for a 13-piece molecular cluster, C39H72O39 overall.

XYZ file:
```
150
Properties=species:S:1:pos:R:3:mulliken_charge:R:1
O -7.186 0.283 2.192 -0.23
O -9.174 1.337 2.061 -0.59
O -1.217 1.307 7.356 -0.24
O 4.188 7.198 2.780 -0.57
O 4.741 -1.596 -5.307 -0.29
O 6.653 1.054 2.236 -0.28
O -2.065 0.532 -0.096 -0.33
O -1.968 2.530 0.872 -0.58
O -3.756 -4.485 2.375 -0.62
O 7.608 1.995 0.363 -0.57
O 0.535 2.815 7.600 -0.58
O 5.379 1.990 0.741 -0.24
O 2.595 8.622 3.658 -0.30
O 0.228 -6.656 -3.801 -0.33
O -6.407 -2.691 -4.781 -0.26
O -0.751 1.938 9.335 -0.30
O 1.790 7.394 -3.644 -0.25
O -4.722 -5.745 0.800 -0.31
O -1.185 0.393 -6.215 -0.28
O 6.697 -2.333 -0.894 -0.21
O -0.357 8.299 -3.132 -0.57
O -8.625 -2.007 -4.504 -0.58
O -0.036 -6.194 -1.674 -0.28
O 1.091 -4.669 -2.908 -0.57
O 4.983 -3.086 0.163 -0.20
O 2.255 6.423 3.873 -0.30
O 0.460 -3.658 6.910 -0.32
O 0.838 -2.758 4.831 -0.64
O 1.020 7.258 -1.572 -0.22
O -8.759 -0.841 1.207 -0.25
O -7.426 -1.969 -6.492 -0.30
O 6.843 -4.376 0.126 -0.60
O 6.416 -2.957 -5.941 -0.58
O -0.899 2.405 -6.677 -0.32
O 6.779 -0.736 -5.297 -0.35
O -0.122 1.327 0.452 -0.30
O -5.922 -5.110 2.429 -0.34
O 2.310 -2.760 6.629 -0.30
O 0.147 1.685 -4.771 -0.60
C 5.998 -1.891 -5.474 0.66
C 4.212 -3.981 0.948 -0.65
C 3.256 9.759 3.103 -0.61
C -0.102 -7.577 -1.280 -0.54
C -1.242 -0.601 -0.013 -0.34
C 1.168 -3.044 6.014 0.86
C -8.460 0.329 1.870 0.73
C 0.452 -6.210 -5.186 -0.53
C -6.496 1.073 3.125 -0.65
C -0.514 3.777 -6.637 -0.65
C 7.779 0.235 2.508 -0.63
C 8.108 -2.344 -1.323 -0.75
C -8.555 -1.557 -7.307 -0.65
C 6.202 -3.372 -0.180 0.64
C 3.152 7.368 3.442 0.75
C -10.036 -1.002 0.558 -0.72
C -1.425 1.523 0.539 0.63
C -6.124 -3.022 -3.438 -0.70
C -0.114 2.517 10.423 -0.66
C 0.040 7.304 -0.561 -0.57
C 5.964 0.327 -4.996 -0.21
C 6.657 1.756 1.058 0.77
C -0.333 1.998 8.071 0.75
C 1.877 8.000 -4.902 -0.64
C 0.715 7.701 -2.834 0.68
C 0.079 0.075 -0.175 -0.19
C -0.924 -4.018 6.739 -0.65
C 4.624 -0.270 -4.847 -0.15
C 3.331 -1.997 5.981 -0.47
C -4.720 -5.079 1.891 0.76
C 4.991 2.674 -0.394 -0.57
C 0.526 -5.776 -2.812 0.77
C 2.356 5.070 3.340 -0.59
C -7.582 -2.160 -5.160 0.75
C -0.535 1.488 -5.782 0.80
C -5.883 -6.469 0.586 -0.31
C -6.869 -5.820 1.603 -0.20
C -1.032 -0.840 -5.522 -0.59
C -1.011 1.179 5.973 -0.72
H 8.205 -2.954 -2.221 0.35
H -5.514 -2.237 -2.991 0.32
H 2.468 5.144 2.258 0.23
H -6.986 -3.426 -2.906 0.32
H -0.294 2.120 11.422 0.27
H 0.435 6.956 0.393 0.14
H -0.439 8.278 -0.457 0.28
H -1.291 -1.427 -0.723 0.38
H -9.412 -2.222 -7.411 0.30
H 1.491 4.445 3.564 0.29
H 2.882 10.691 3.527 0.25
H -1.000 -5.062 6.435 0.28
H 2.170 9.045 -4.801 0.29
H 3.548 -2.531 5.057 0.17
H -0.049 -5.268 -5.405 0.23
H -7.441 -6.601 2.104 0.28
H -8.907 -0.583 -6.969 0.29
H 3.175 9.806 2.017 0.25
H 3.989 0.372 -5.457 0.19
H 0.776 -7.596 -0.635 0.25
H 6.081 1.125 -5.730 0.27
H -1.271 0.275 5.423 0.30
H 3.162 -3.703 0.866 0.24
H -0.815 4.195 -5.677 0.33
H 2.659 7.452 -5.426 0.22
H 0.937 -0.256 0.410 0.30
H 8.522 -1.390 -1.650 0.27
H -10.076 -1.241 -0.505 0.26
H 4.315 9.744 3.362 0.29
H -6.740 2.128 3.006 0.32
H 1.535 -6.099 -5.245 0.29
H 4.605 1.899 -1.057 0.21
H 8.464 0.114 1.669 0.32
H -0.006 -1.060 -5.228 0.28
H -1.505 -3.951 7.659 0.26
H 4.584 -3.929 1.972 0.27
H -1.636 -0.814 -4.615 0.27
H 7.403 -0.743 2.811 0.21
H -8.162 -1.579 -8.323 0.25
H -0.654 6.556 -0.943 0.33
H 5.797 3.253 -0.846 0.34
H 0.972 2.426 10.420 0.30
H -1.280 -0.939 1.023 0.26
H -5.359 -3.797 -3.457 0.25
H 3.235 4.619 3.802 0.30
H -10.646 -1.694 1.138 0.28
H 0.017 1.252 5.618 0.29
H -5.412 1.037 3.012 0.22
H 6.228 0.843 -4.073 0.22
H 4.146 3.340 -0.221 0.19
H 4.285 -1.885 6.496 0.26
H -5.736 -7.514 0.858 0.25
H -1.550 -1.609 -6.095 0.23
H 2.985 -1.013 5.662 0.25
H -7.592 -5.188 1.088 0.22
H 0.958 7.902 -5.480 0.31
H -10.573 -0.054 0.608 0.33
H 4.180 -0.327 -3.853 0.25
H -1.503 1.957 5.389 0.30
H -0.066 -8.303 -2.092 0.30
H -1.058 4.079 -7.532 0.24
H -6.200 -6.420 -0.456 0.28
H 0.557 3.861 -6.822 0.29
H -0.369 3.577 10.417 0.29
H -6.810 0.793 4.130 0.29
H -0.007 -6.993 -5.789 0.21
H 4.293 -4.985 0.530 0.30
H 8.284 0.693 3.358 0.26
H 0.223 0.126 -1.255 0.16
H -1.061 -7.824 -0.825 0.20
H 8.763 -2.764 -0.561 0.32
H -1.422 -3.400 5.993 0.31
```

Calculated values
HOMO energy = -10.55 eV
LUMO = -0.049 eV
orbital gap = 0.386 Eh

--- b ---
DFT (wB97M-V/def2-TZVPD) results for a 13-piece molecular cluster, C39H72O39 overall.

XYZ file:
```
150
Properties=species:S:1:pos:R:3:mulliken_charge:R:1
O -5.142 1.766 2.956 -0.29
O 4.730 -5.645 -4.344 -0.62
O 7.995 2.274 7.866 -0.31
O -6.198 4.551 -3.961 -0.30
O -0.430 -1.764 10.334 -0.58
O 1.783 7.908 -4.133 -0.28
O 1.004 0.087 10.298 -0.28
O 3.685 -9.244 7.282 -0.55
O -8.049 -3.054 -0.556 -0.29
O -10.036 -3.352 0.150 -0.30
O 3.332 -6.838 -2.994 -0.28
O 1.494 -1.257 1.396 -0.34
O 7.028 3.478 6.392 -0.34
O -1.285 7.366 2.623 -0.54
O -1.198 1.355 -6.638 -0.58
O -1.060 0.468 10.292 -0.30
O -2.207 -7.848 -0.993 -0.55
O -5.935 4.893 -6.205 -0.30
O -9.655 -1.537 -1.145 -0.57
O 6.497 2.759 -9.531 -0.52
O -1.648 2.123 -8.730 -0.28
O 0.252 6.043 3.624 -0.33
O -2.343 0.146 -8.244 -0.33
O 2.658 -6.210 -4.952 -0.30
O 5.324 -8.280 8.611 -0.31
O 3.545 9.465 -4.167 -0.31
O 6.346 3.571 8.584 -0.58
O 2.728 0.165 2.591 -0.59
O 2.094 0.654 0.445 -0.31
O -3.124 -9.524 -2.150 -0.32
O -4.533 1.984 5.222 -0.60
O -2.093 -10.032 -0.225 -0.30
O 5.397 2.843 -7.496 -0.27
O -3.781 0.318 3.820 -0.26
O 4.095 -7.026 7.191 -0.28
O 1.870 9.416 -5.815 -0.53
O -7.988 4.196 -5.345 -0.54
O -1.362 7.071 4.775 -0.32
O 4.962 4.403 -8.996 -0.25
C 2.196 -0.118 1.521 0.71
C 7.132 3.222 7.702 0.71
C -9.288 -2.556 -0.585 0.79
C 8.621 1.954 6.635 -0.29
C 5.743 3.280 -8.750 0.68
C -4.871 5.069 -3.695 -0.55
C 4.076 -6.759 -1.802 -0.64
C 5.925 1.606 -7.054 -0.63
C 4.115 10.752 -4.567 -0.62
C -1.618 -9.657 1.026 -0.63
C 5.049 4.957 -10.295 -0.66
C -6.046 4.878 -7.596 -0.63
C 0.588 5.658 4.907 -0.23
C -0.815 6.894 3.607 0.67
C -2.308 -1.060 -7.472 -0.65
C 3.645 -6.248 -4.114 0.82
C -6.064 2.790 3.093 -0.62
C 2.764 -5.707 -6.292 -0.60
C 2.162 -0.708 10.197 -0.65
C 4.297 -8.243 7.636 0.78
C -3.962 -8.635 -2.863 -0.64
C 0.857 -1.379 0.138 -0.26
C 2.223 7.622 -2.792 -0.56
C -0.563 6.280 5.691 -0.26
C 3.153 -6.893 6.191 -0.65
C 2.385 9.015 -4.786 0.71
C -0.173 -0.541 10.314 0.79
C -6.940 -2.465 -1.145 -0.58
C -3.205 -0.414 4.848 -0.63
C -6.822 4.535 -5.192 0.71
C -1.663 1.272 -7.766 0.84
C -0.967 3.347 -8.617 -0.67
C -2.385 -9.040 -1.132 0.80
C 5.893 -9.515 8.986 -0.63
C -4.453 1.388 4.095 0.78
C -2.480 0.243 10.631 -0.59
C -11.434 -3.236 0.133 -0.65
C 1.298 -0.065 -0.536 -0.23
C 7.977 2.819 5.628 -0.24
H -1.068 -10.539 1.354 0.24
H -1.907 -0.816 -6.488 0.32
H -5.127 5.043 -8.159 0.24
H -2.973 1.203 10.783 0.23
H -11.832 -3.456 -0.857 0.31
H -6.593 5.769 -7.906 0.29
H -2.529 -9.514 1.607 0.28
H -6.964 2.353 3.526 0.29
H 8.579 3.699 5.402 0.26
H 3.012 -0.143 10.581 0.24
H -0.710 3.696 -9.617 0.28
H 2.409 -0.920 9.157 0.27
H -4.370 -9.078 -3.771 0.25
H 5.142 -6.957 -1.906 0.30
H -0.844 -8.890 1.031 0.30
H 2.186 8.522 -2.178 0.29
H -4.121 4.615 -4.342 0.25
H -4.542 4.805 -2.690 0.25
H -6.092 -3.147 -1.075 0.21
H -2.666 -0.331 11.539 0.30
H -11.757 -4.062 0.767 0.22
H 4.785 4.227 -11.061 0.30
H -7.166 -2.182 -2.173 0.30
H 1.853 -5.961 -6.834 0.21
H -2.817 -1.304 4.352 0.22
H 0.543 4.570 4.955 0.22
H 6.449 -9.382 9.914 0.23
H -11.763 -2.222 0.362 0.30
H 3.325 11.446 -4.856 0.30
H 2.049 -1.622 10.779 0.32
H -5.588 3.641 3.580 0.30
H 4.762 10.663 -5.440 0.27
H -4.859 -8.281 -2.354 0.29
H 8.455 0.906 6.383 0.29
H -4.843 6.158 -3.693 0.28
H 2.258 -7.504 6.309 0.31
H -0.206 -1.330 0.372 0.19
H -3.382 -7.747 -3.115 0.29
H 3.631 -7.455 -1.090 0.25
H 5.111 -10.251 9.172 0.30
H -0.082 6.850 6.486 0.27
H 1.057 -2.321 -0.373 0.27
H 1.596 5.918 5.230 0.26
H 4.393 5.827 -10.307 0.24
H -1.463 4.127 -8.040 0.27
H 5.643 1.383 -6.025 0.24
H 9.684 2.182 6.568 0.25
H 1.851 -0.395 -1.416 0.28
H -6.693 -1.575 -0.568 0.26
H 7.015 1.643 -7.062 0.29
H 2.896 -5.852 5.992 0.23
H 0.025 3.229 -8.182 0.32
H -6.304 3.071 2.068 0.21
H -1.764 -1.883 -7.935 0.24
H 6.587 -9.908 8.245 0.28
H -3.325 -1.356 -7.215 0.25
H 1.558 6.821 -2.470 0.22
H -2.343 0.128 5.236 0.30
H -6.552 4.004 -8.005 0.31
H 3.269 7.321 -2.839 0.26
H 3.657 -7.309 5.319 0.29
H 5.615 0.753 -7.658 0.29
H 3.619 -6.192 -6.763 0.30
H -2.853 -0.289 9.756 0.26
H 7.455 2.267 4.846 0.24
H -1.166 5.477 6.115 0.26
H 2.843 -4.621 -6.248 0.27
H 3.953 -5.821 -1.261 0.28
H 6.024 5.270 -10.668 0.30
H -3.914 -0.626 5.648 0.30
H 0.369 0.447 -0.788 0.27
H 4.724 11.172 -3.767 0.26
```

Calculated values
HOMO energy = -10.55 eV
LUMO = -0.145 eV
orbital gap = 0.382 Eh

How far above the most stable structure does each one sit? In kcal/mol: a 11.4; b 0.0.